Run one
The following is a DFT calculation (the ωB97M-V functional and the def2-TZVPD basis) of 2 unconnected molecules or ions with the total composition CHF3O2S.

Bonds (Å) are listed after each position.
Positions of all 8 atoms, in Å:
1 C -1.62026 0.17601 -0.04133  F4 1.309, F5 1.375, F6 1.330, H8 1.032
2 O 2.67043 0.73602 0.62079  S7 1.430
3 O 2.41943 -1.56650 -0.04685  S7 1.445
4 F -1.79541 0.25498 1.25350  C1 1.309
5 F -1.35563 1.44514 -0.50031  C1 1.375
6 F -0.61347 -0.56476 -0.49450  C1 1.330
7 S 2.79630 -0.22541 -0.43073  O2 1.430, O3 1.445
8 H -2.50139 -0.25549 -0.36056  C1 1.032

LUMO level: -1.141 eV
E_HOMO: -12.03 eV
multiplicity: 1
HOMO-LUMO gap: 10.8863 eV

=====

Run two
The following is a DFT calculation (the ωB97M-V functional and the def2-TZVPD basis) of 2 unconnected molecules or ions with the total composition CHF3O2S.

Bonds (Å) are listed after each position.
Positions of all 8 atoms, in Å:
1 C 0.42979 -0.17668 0.88405  F5 1.290, F6 1.270, S7 1.955
2 O 2.14548 -0.12022 -1.32287  S7 1.462
3 O 1.61486 1.91835 -0.13039  S7 1.458
4 F -1.84952 -0.66099 -0.32204  H8 1.071
5 F -0.69605 0.29080 1.30714  C1 1.290
6 F 0.15454 -1.41666 0.87529  C1 1.270
7 S 1.08819 0.70039 -0.73442  C1 1.955, O2 1.462, O3 1.458
8 H -2.88729 -0.53499 -0.55676  F4 1.071

LUMO level (spin up / spin down): -2.155 / -2.151 eV
SMILES string: O=S(=O)=C(F)F.F
E_HOMO (spin up / spin down): -10.23 / -10.23 eV
multiplicity: 1
HOMO-LUMO gap (spin up / spin down): 8.0740 / 8.0783 eV

=====

Name the most stable of them. run one.